{
  "formula": "C3H5NS3",
  "method": "wB97M-V/def2-TZVPD",
  "elements": ["C", "C", "C", "H", "H", "H", "H", "H", "N", "S", "S", "S"],
  "xyz": [[-0.194, 0.566, 1.929], [0.169, -0.484, 0.773], [-0.674, -0.525, -3.133], [2.123, 0.386, 2.459], [-0.523, 0.081, 2.670], [-0.884, 1.379, 1.853], [-1.055, 0.658, -3.101], [-0.687, -0.826, -4.363], [-0.054, -1.080, -2.046], [1.147, 1.537, 2.753], [0.749, -1.987, 1.018], [-0.116, 0.295, -0.812]],
  "spin_multiplicity": 1,
  "orbital_gap_ev": 8.190,
  "total_charge": 0,
  "smiles": "C=NSC(=S)CS"
}


{
  "formula": "C18H35IO28S7",
  "method": "wB97M-V/def2-TZVPD",
  "elements": ["C", "C", "C", "I", "C", "C", "S", "O", "O", "O", "C", "O", "H", "H", "H", "H", "H", "H", "H", "H", "H", "H", "H", "C", "C", "O", "S", "O", "O", "O", "H", "H", "H", "H", "C", "C", "O", "S", "O", "O", "O", "H", "H", "H", "H", "C", "C", "O", "S", "O", "O", "O", "H", "H", "H", "H", "C", "C", "O", "S", "O", "O", "O", "H", "H", "H", "H", "C", "C", "O", "S", "O", "O", "O", "H", "H", "H", "H", "C", "C", "O", "S", "O", "O", "O", "H", "H", "H", "H"],
  "xyz": [[-1.131, 0.666, 2.646], [-0.971, 0.590, 1.049], [-0.308, 1.946, 0.559], [-1.468, 2.978, -0.989], [1.256, 1.860, 0.246], [1.666, 1.748, -1.266], [0.870, 0.461, -2.293], [0.287, -0.670, -1.549], [1.971, -0.083, -3.209], [1.809, 0.900, 1.174], [2.574, -0.126, 0.617], [2.259, -1.263, 0.874], [-0.087, 0.817, 3.073], [-1.619, -0.251, 3.075], [-1.716, 1.601, 2.951], [-1.985, 0.422, 0.573], [-0.364, -0.334, 0.858], [-0.393, 2.647, 1.450], [1.670, 2.869, 0.586], [1.406, 2.747, -1.746], [2.788, 1.668, -1.429], [-0.017, 1.085, -3.171], [3.458, 0.064, -0.054], [4.293, -1.981, -4.222], [4.812, -3.084, -3.322], [6.229, -3.089, -3.529], [6.721, -1.580, -3.843], [7.214, -1.006, -2.635], [7.477, -1.597, -5.050], [5.270, -0.938, -4.149], [4.230, -2.319, -5.261], [3.319, -1.608, -3.896], [4.383, -4.054, -3.562], [4.625, -2.856, -2.269], [3.032, 4.678, -4.775], [2.196, 5.536, -5.707], [0.894, 4.946, -5.681], [0.630, 4.310, -4.220], [-0.120, 5.245, -3.454], [0.231, 2.952, -4.385], [2.158, 4.339, -3.694], [3.345, 3.751, -5.263], [3.910, 5.205, -4.404], [2.591, 5.554, -6.721], [2.111, 6.560, -5.333], [-2.542, 1.117, 7.888], [-1.268, 0.888, 7.098], [-1.668, 0.956, 5.727], [-2.892, 2.002, 5.582], [-2.361, 3.257, 5.166], [-3.961, 1.353, 4.904], [-3.266, 2.108, 7.153], [-3.150, 0.210, 7.928], [-2.343, 1.464, 8.901], [-0.810, -0.074, 7.318], [-0.542, 1.686, 7.279], [-6.889, 1.374, -2.162], [-5.478, 1.598, -2.677], [-4.955, 2.652, -1.869], [-5.597, 2.553, -0.386], [-4.675, 1.870, 0.456], [-6.154, 3.819, -0.053], [-6.802, 1.535, -0.746], [-7.576, 2.131, -2.550], [-7.266, 0.383, -2.411], [-5.458, 1.874, -3.730], [-4.855, 0.712, -2.522], [-0.555, -4.257, -5.069], [0.866, -3.997, -5.541], [1.352, -2.952, -4.694], [0.676, -3.102, -3.234], [1.591, -3.791, -2.387], [0.115, -1.852, -2.912], [-0.510, -4.130, -3.649], [-1.242, -3.501, -5.457], [-0.910, -5.248, -5.351], [0.907, -3.694, -6.586], [1.500, -4.876, -5.392], [0.306, -4.766, 7.177], [-1.203, -4.627, 7.095], [-1.589, -4.067, 8.353], [-0.409, -3.099, 8.885], [-0.741, -1.755, 8.538], [-0.071, -3.487, 10.210], [0.751, -3.604, 7.882], [0.592, -5.647, 7.758], [0.770, -4.816, 6.193], [-1.701, -5.581, 6.930], [-1.493, -3.924, 6.309]],
  "spin_multiplicity": 1,
  "orbital_gap_ev": 9.218,
  "total_charge": 0,
  "smiles": "CC[C@H](I)[C@H](C[SH](=O)=O)OC=O.O=S1(=O)OCCO1.O=S1(=O)OCCO1.O=S1(=O)OCCO1.O=S1(=O)OCCO1.O=S1(=O)OCCO1.O=S1(=O)OCCO1"
}


{
  "formula": "C37H54N14O7P2Y",
  "method": "wB97M-V/def2-TZVPD",
  "elements": ["Y", "N", "C", "C", "O", "N", "C", "C", "O", "O", "H", "H", "H", "H", "H", "H", "C", "O", "C", "C", "C", "C", "C", "C", "C", "N", "C", "C", "N", "C", "C", "C", "C", "N", "C", "C", "N", "C", "C", "C", "C", "H", "H", "H", "H", "H", "H", "H", "H", "H", "H", "H", "H", "H", "H", "C", "N", "C", "P", "O", "O", "P", "O", "N", "C", "C", "N", "C", "C", "N", "C", "C", "H", "H", "H", "H", "H", "H", "H", "H", "H", "H", "H", "H", "H", "H", "H", "H", "H", "H", "H", "H", "H", "H", "H", "H", "C", "C", "C", "C", "N", "C", "N", "N", "N", "H", "H", "H", "H", "H", "H", "H", "H", "H", "H"],
  "xyz": [[1.390, -0.986, -0.951], [1.369, -0.282, -3.551], [2.205, -1.240, -4.291], [3.352, -1.756, -3.426], [4.375, -2.176, -3.946], [3.101, -1.722, -2.106], [4.188, -2.280, -1.324], [3.952, -2.083, 0.165], [4.614, -2.678, 0.995], [2.991, -1.265, 0.479], [1.852, 0.602, -3.508], [0.532, -0.094, -4.083], [1.593, -2.099, -4.555], [2.614, -0.830, -5.206], [4.322, -3.342, -1.520], [5.140, -1.809, -1.586], [-2.058, 13.034, 1.029], [-0.984, 12.289, 1.573], [-0.885, 10.969, 1.311], [-1.825, 10.232, 0.590], [-1.601, 8.882, 0.350], [-0.455, 8.250, 0.812], [0.466, 8.991, 1.559], [0.253, 10.328, 1.807], [-0.173, 6.847, 0.527], [0.834, 6.162, 1.016], [0.724, 4.918, 0.474], [-0.367, 4.846, -0.360], [-0.941, 6.089, -0.319], [-0.689, 3.690, -1.118], [-1.741, 3.615, -2.042], [-1.901, 2.459, -2.761], [-1.021, 1.397, -2.534], [-0.036, 1.433, -1.660], [0.150, 2.560, -0.951], [1.268, 2.591, -0.017], [2.000, 1.458, 0.125], [3.053, 1.519, 0.929], [3.440, 2.666, 1.629], [2.698, 3.810, 1.508], [1.573, 3.780, 0.672], [-1.875, 14.067, 1.314], [-3.014, 12.712, 1.441], [-2.080, 12.954, -0.056], [-2.734, 10.690, 0.224], [-2.357, 8.339, -0.213], [1.362, 8.501, 1.930], [0.972, 10.912, 2.379], [-1.751, 6.400, -0.820], [-2.413, 4.459, -2.187], [-2.685, 2.366, -3.502], [-1.159, 0.466, -3.075], [3.619, 0.610, 1.028], [4.323, 2.623, 2.255], [2.945, 4.728, 2.024], [-3.044, -1.864, 2.180], [-2.143, -1.222, 1.240], [-1.529, 0.003, 1.722], [-1.986, -1.723, -0.311], [-0.934, -0.971, -1.039], [-1.694, -3.296, -0.245], [-0.680, -4.083, -1.276], [0.580, -3.336, -1.518], [-1.468, -4.371, -2.681], [-2.716, -5.114, -2.722], [-1.152, -3.631, -3.889], [-0.678, -5.531, -0.479], [0.297, -6.504, -0.956], [-1.096, -5.695, 0.904], [-3.402, -1.713, -1.202], [-3.887, -0.401, -1.597], [-4.492, -2.629, -0.898], [-2.530, -2.001, 3.133], [-3.345, -2.844, 1.805], [-3.942, -1.265, 2.351], [-0.960, -0.202, 2.624], [-2.286, 0.765, 1.929], [-0.849, 0.386, 0.967], [-2.897, -5.594, -1.761], [-2.672, -5.893, -3.482], [-3.552, -4.444, -2.951], [-0.210, -3.110, -3.749], [-1.936, -2.900, -4.117], [-1.061, -4.318, -4.734], [0.585, -6.249, -1.977], [-0.144, -7.498, -0.961], [1.199, -6.523, -0.342], [-2.059, -5.220, 1.069], [-0.388, -5.267, 1.618], [-1.191, -6.761, 1.110], [-3.062, 0.305, -1.623], [-4.640, -0.026, -0.897], [-4.330, -0.460, -2.590], [-4.097, -3.582, -0.550], [-5.074, -2.802, -1.806], [-5.162, -2.222, -0.131], [2.273, -6.437, 2.753], [2.876, -5.479, 3.774], [1.954, -5.327, 4.979], [3.238, -4.123, 3.166], [2.138, -3.414, 2.528], [1.661, -3.515, 1.294], [0.781, -2.552, 1.106], [0.737, -1.869, 2.261], [1.542, -2.375, 3.111], [2.199, -7.443, 3.177], [2.884, -6.494, 1.844], [1.255, -6.128, 2.487], [3.833, -5.885, 4.108], [0.993, -4.879, 4.687], [2.407, -4.691, 5.744], [1.747, -6.299, 5.435], [4.010, -4.210, 2.413], [3.595, -3.444, 3.935], [1.980, -4.239, 0.561]],
  "spin_multiplicity": 1,
  "orbital_gap_ev": 7.255,
  "total_charge": 1
}


{
  "formula": "C7H17P",
  "method": "wB97M-V/def2-TZVPD",
  "elements": ["C", "C", "C", "C", "C", "C", "C", "P", "H", "H", "H", "H", "H", "H", "H", "H", "H", "H", "H", "H", "H", "H", "H", "H", "H"],
  "xyz": [[-1.110, -0.822, -2.386], [1.514, -0.944, -2.425], [-0.677, -0.733, 1.848], [1.855, -0.291, 1.524], [0.549, 1.477, 2.533], [0.232, -0.258, -2.370], [0.477, 0.282, 1.561], [0.126, 1.143, -0.035], [-1.849, 0.013, -2.346], [-1.304, -1.186, -3.340], [-1.487, -1.513, -1.650], [2.356, -0.311, -2.682], [1.473, -1.724, -3.340], [1.507, -1.601, -1.504], [-0.742, -1.327, 0.978], [-0.444, -1.328, 2.721], [-1.565, -0.231, 1.968], [1.965, -0.818, 2.539], [2.543, 0.489, 1.063], [1.928, -0.975, 0.588], [0.775, 1.191, 3.557], [1.363, 2.102, 2.200], [-0.352, 2.149, 2.565], [0.247, 0.661, -3.015], [-1.233, 0.728, -0.124]],
  "spin_multiplicity": 1,
  "orbital_gap_ev": [7.694, 7.479],
  "total_charge": 0
}


Record order is preserved below.
E_tot: -37183.2873 -160499.9909 -94067.0258 -16819.5665 eV